1.
110
Properties=species:S:1:pos:R:3:forces:R:3:mulliken_spin:R:1 method="wB97M-V/def2-TZVPD" s2=3.97 e_above_lowest_kcal_mol=6.4 e_homo_ev="-6.906 / -6.967" total_charge=0 gap_ev="5.2 / 4.3" spin_multiplicity=4
Tc -0.4966 -1.1439 0.1314 -1.56 -1.08 0.52 1.79
Cl 4.0746 -4.5219 7.5416 -0.13 -0.48 0.23 0.00
C 2.9877 -4.0619 6.2858 -0.52 0.36 -0.93 0.00
C 2.1023 -4.9328 5.6451 0.49 -0.18 0.67 0.00
C 1.3746 -4.4995 4.5428 0.34 0.71 -0.08 -0.01
C 1.4906 -3.1714 4.0996 0.55 0.28 0.71 0.00
C 2.3282 -2.2671 4.8220 -0.62 -0.54 -1.19 -0.01
C 3.0859 -2.7402 5.8536 1.06 0.04 1.22 0.00
C 0.7768 -2.6797 2.9018 -0.97 0.18 0.14 -0.05
C -0.1846 -1.6788 3.1041 -0.90 0.64 -1.62 0.00
C -0.7323 -1.2965 4.3597 -0.92 0.46 -0.21 0.04
C -1.9140 -0.6374 4.1025 0.57 -0.57 0.55 -0.01
C -2.1040 -0.5778 2.6884 0.57 0.42 -1.01 0.07
C -3.1665 0.0938 2.0008 0.44 -0.37 0.42 -0.10
C -4.5389 0.0817 2.5737 0.16 0.41 0.03 0.00
C -5.5355 1.0326 2.2206 0.37 -0.73 0.50 -0.03
C -6.7803 0.9284 2.8065 -0.01 0.64 0.24 0.02
C -7.0503 -0.0140 3.7944 0.25 -0.04 -1.22 -0.03
Cl -8.6385 -0.0957 4.4257 -0.46 0.00 0.46 0.00
C -6.1263 -0.9994 4.0701 -0.06 -0.04 0.28 0.02
C -4.8958 -0.9795 3.4420 1.23 -0.06 -0.29 -0.03
C -2.9144 0.6880 0.7395 1.06 -0.80 -1.65 0.11
N -2.0815 0.0752 -0.2206 -0.78 1.82 0.29 -0.06
C -2.0462 0.9209 -1.3376 -0.64 -0.51 0.94 -0.06
C -1.4967 0.5862 -2.5768 -0.03 -0.66 0.25 0.01
C -1.6489 1.4828 -3.7263 -0.83 0.97 -1.12 0.03
C -0.6678 1.5062 -4.7462 0.43 -0.37 0.81 0.01
C -0.7447 2.4034 -5.7877 -0.24 0.71 -0.29 -0.01
C -1.7574 3.3726 -5.7740 1.07 -0.19 -0.37 0.01
Cl -1.6061 4.6590 -6.9354 -0.29 0.03 -0.03 0.00
C -2.7705 3.3659 -4.8452 -0.33 -0.09 -0.03 0.00
C -2.7798 2.3561 -3.8908 1.41 -0.76 -0.20 0.01
C -0.9175 -0.6805 -2.7930 0.01 -1.48 0.95 0.03
C -0.8327 -1.3537 -4.0365 0.10 -0.96 0.17 -0.02
C -0.5278 -2.6725 -3.8029 -0.06 1.18 -0.05 0.03
C -0.2938 -2.8253 -2.4121 -1.06 0.97 0.08 0.01
N -0.5935 -1.6153 -1.7938 0.41 0.20 -1.89 0.03
C 0.0348 -4.0123 -1.7449 0.67 0.51 -0.03 0.02
C 0.4831 -4.0027 -0.4310 -0.50 0.84 0.57 -0.01
C 1.0897 -5.0894 0.2215 0.97 -0.22 1.21 0.06
C 1.3406 -4.7112 1.5174 0.03 0.09 -0.82 -0.03
C 0.8469 -3.3998 1.7074 -0.46 0.73 -2.30 0.14
N 0.3584 -2.9438 0.4437 0.60 -1.20 1.70 0.05
C -0.0020 -5.3076 -2.4341 -0.50 -0.96 -0.71 0.02
C -0.5822 -6.4398 -1.8012 0.78 0.26 0.00 0.01
C -0.6196 -7.6681 -2.4536 0.03 -0.20 -0.41 -0.01
C -0.2417 -7.7458 -3.7848 0.07 0.80 0.07 0.01
Cl -0.5056 -9.2186 -4.6387 0.14 -0.26 -0.17 0.00
C 0.3173 -6.6453 -4.4353 -0.17 -0.96 -0.27 -0.01
C 0.4618 -5.4616 -3.7586 0.68 0.80 0.50 0.01
C -2.8192 2.0759 -1.0378 0.02 1.56 0.29 0.06
C -3.3618 1.9461 0.2171 0.38 -1.03 -0.44 -0.03
N -0.9880 -1.1130 2.0840 0.01 -1.21 1.63 -0.10
H 2.0102 -5.9518 6.0145 0.03 0.14 -0.17 0.00
H 0.7674 -5.1981 3.9710 -0.08 0.19 0.45 0.00
H 2.4638 -1.2286 4.5065 -0.27 -0.40 -0.06 0.00
H 3.8437 -2.1201 6.3718 -0.72 -0.21 -0.47 0.00
H -0.2847 -1.6024 5.2822 -0.10 0.24 0.44 0.00
H -2.5771 -0.1487 4.7825 -0.23 -0.09 0.45 0.00
H -5.3697 1.8475 1.5166 -0.08 -0.56 0.33 0.00
H -7.5346 1.6544 2.5390 -0.15 -0.04 0.04 0.00
H -6.4047 -1.7609 4.7779 0.12 -0.30 0.04 0.00
H -4.1397 -1.7972 3.5966 -1.05 0.94 -0.02 0.00
H 0.2162 0.8452 -4.6467 -0.68 0.57 -0.11 0.00
H -0.0034 2.4611 -6.5915 -0.18 -0.17 0.48 0.00
H -3.5361 4.1415 -4.9001 0.06 -0.41 0.08 0.00
H -3.6390 2.2124 -3.2711 -0.25 0.08 0.19 0.00
H -1.0780 -0.9180 -4.9686 -0.16 0.15 -0.69 0.00
H -0.4442 -3.4431 -4.5224 -0.18 -0.26 -0.53 0.01
H 1.4551 -5.9700 -0.2663 -0.15 -0.33 0.02 0.00
H 1.8261 -5.2386 2.2911 0.54 -0.67 0.24 0.00
H -0.8781 -6.3696 -0.7510 -0.10 0.01 -0.48 0.00
H -0.8936 -8.6288 -2.0253 -0.36 0.49 0.44 0.00
H 0.6529 -6.7794 -5.4589 0.02 0.20 0.12 0.00
H 1.0334 -4.6389 -4.2310 -0.51 -0.69 0.37 0.00
H -2.8547 2.9841 -1.6666 -0.02 -0.79 0.76 0.00
H -3.9386 2.6294 0.7943 -0.07 0.56 -0.13 0.00
S 2.7592 -1.3501 -1.5421 -0.25 0.38 -0.10 0.71
C 2.9113 0.2986 -1.8780 0.86 0.06 -0.10 -0.13
N 2.0746 1.1253 -2.4747 0.33 -0.07 0.22 0.18
C 2.6267 2.3690 -2.6405 -0.84 -0.06 -0.22 0.02
C 1.8999 3.4601 -3.2587 1.69 0.26 0.45 0.05
C 2.5968 4.6556 -3.4211 -0.08 -0.92 0.76 -0.02
C 3.9229 4.7865 -2.8592 -0.59 0.90 -1.29 0.08
C 4.6136 3.7578 -2.2860 0.63 -0.79 0.18 -0.06
C 3.9652 2.4932 -2.1840 -0.02 1.24 -0.02 0.11
S 4.5241 1.0318 -1.4903 -1.01 0.04 -0.32 0.05
H 0.8668 3.3326 -3.5704 0.28 -0.10 -0.02 0.01
H 2.1220 5.4911 -3.9496 0.31 -0.28 0.40 0.00
H 4.4230 5.7543 -3.0177 -0.20 -0.51 0.23 0.01
H 5.6807 3.8850 -1.9871 -1.10 -0.10 -0.11 0.00
C 4.4346 6.9395 0.5044 1.01 0.03 -0.38 0.00
C 3.6951 7.8021 1.4709 -0.47 0.79 1.52 0.01
O 3.9867 8.9227 1.8364 -0.26 -1.46 -0.91 0.00
S 2.1973 7.1200 2.3555 0.65 1.33 0.21 0.00
C 1.9255 5.4359 2.0401 -0.25 -1.36 -0.16 0.06
C 2.8333 4.4147 2.4109 -0.15 0.49 -0.57 -0.03
C 2.5917 3.0880 2.0660 -1.31 0.13 -0.39 0.08
C 1.3835 2.6813 1.4253 -0.04 3.00 -0.05 -0.04
C 0.4391 3.7445 1.1271 1.84 -0.34 1.05 0.07
C 0.6790 5.0673 1.4740 0.37 -0.35 0.02 -0.04
C 1.0080 1.4037 1.0016 0.04 -0.86 -0.15 0.21
C 0.4739 0.3800 0.5814 1.72 1.66 0.27 -0.36
H 4.8911 7.5858 -0.2899 -0.40 -0.54 0.71 0.00
H 3.7677 6.1940 0.0618 0.25 0.03 0.07 0.00
H 5.2785 6.4310 1.0582 -0.94 0.44 -0.57 0.00
H 3.7757 4.6594 2.9299 -0.61 -0.01 -0.38 0.00
H 3.3470 2.3790 2.2945 0.42 -0.73 0.19 0.00
H -0.4432 3.5131 0.5979 -0.97 -0.45 -0.33 0.01
H -0.1348 5.7946 1.3252 0.76 -0.16 -0.14 0.00

2.
123
Properties=species:S:1:pos:R:3:forces:R:3:lowdin_charge:R:1 method="wB97M-V/def2-TZVPD" e_above_lowest_kcal_mol=0.0 e_homo_ev="-3.918 / -3.918" total_charge=-1 gap_ev="4.2 / 4.2"
Ti -1.3161 -0.3221 -0.4571 1.31 -1.74 -0.65 0.93
O -2.9720 1.2615 2.6577 0.03 -0.01 0.03 0.14
C -2.4477 1.3336 1.5797 0.20 -0.08 -0.20 -0.49
O -1.5061 0.4676 1.1794 -0.32 0.34 0.15 -0.16
C -2.7948 2.3998 0.5842 -0.20 0.28 0.27 -0.03
C -3.5737 3.4401 1.0656 0.10 -0.02 -0.20 0.10
C -3.9113 4.4844 0.2253 -0.19 0.18 0.12 -0.11
C -3.4578 4.5528 -1.0739 0.11 -0.17 0.17 0.09
C -2.6719 3.5184 -1.5418 0.11 0.30 -0.37 -0.03
C -2.3550 2.3880 -0.7582 0.22 -0.20 -0.03 -0.23
O -1.7302 1.3478 -1.2607 -0.37 0.52 0.06 -0.18
N -2.2025 3.6630 -2.9406 -0.52 -0.50 0.41 -0.32
O -2.8236 4.4222 -3.6526 -0.05 0.29 -0.16 0.08
O -1.2677 2.9908 -3.3106 0.35 0.00 -0.04 0.09
N -4.7942 5.5583 0.7216 0.24 -0.23 -0.10 -0.35
O -4.9884 6.5048 -0.0139 -0.06 0.06 0.01 0.08
O -5.2777 5.4146 1.8231 -0.07 0.05 0.06 0.09
H -3.9042 3.4199 2.0936 -0.02 0.00 0.01 0.14
H -3.7064 5.3849 -1.7130 0.00 0.01 0.00 0.13
C -4.2148 0.4011 -2.4748 0.03 0.01 0.00 0.00
C -4.4418 -0.0685 -1.0680 -0.02 -0.01 -0.08 -0.28
C -5.7014 0.1988 -0.4807 0.08 -0.05 -0.03 -0.01
C -5.9921 -0.2931 0.7528 0.01 -0.01 0.03 0.02
C -5.0735 -1.1481 1.4028 -0.21 0.02 -0.03 -0.16
C -5.3624 -1.7880 2.6292 0.08 0.01 -0.04 -0.03
C -4.4551 -2.6634 3.1557 -0.01 0.04 -0.05 -0.07
C -3.2388 -2.9187 2.4958 0.03 -0.04 0.07 -0.10
C -2.9031 -2.2819 1.3253 -0.04 0.10 -0.06 -0.57
S -1.3815 -2.5637 0.5040 -0.07 0.37 0.00 0.72
C -3.8464 -1.3773 0.7605 0.26 -0.18 -0.03 -0.22
N -3.5144 -0.7660 -0.4344 -0.26 0.27 0.33 0.07
H -4.5563 1.4286 -2.6043 0.00 0.02 0.01 0.09
H -4.8170 -0.2282 -3.1351 0.00 0.01 -0.01 0.10
H -3.1778 0.3256 -2.7768 -0.01 -0.02 0.00 0.05
H -6.4042 0.8135 -1.0259 -0.02 0.01 0.00 0.12
H -6.9338 -0.0586 1.2340 -0.02 -0.03 0.02 0.12
H -6.3006 -1.5750 3.1243 -0.01 -0.01 0.01 0.11
H -4.6580 -3.1642 4.0931 -0.01 -0.01 0.01 0.11
H -2.5325 -3.6146 2.9300 0.01 0.01 0.01 0.11
C 4.9545 0.0505 5.0394 0.00 0.03 0.02 -0.08
C 5.1307 -1.0752 4.2533 0.00 0.00 -0.01 -0.09
C 4.0753 -1.5854 3.5057 0.05 -0.06 0.00 -0.09
C 2.8307 -0.9709 3.5380 -0.10 -0.02 0.02 -0.36
C 2.6677 0.1710 4.3260 -0.02 0.08 -0.05 -0.11
C 3.7143 0.6766 5.0753 0.03 -0.02 0.01 -0.08
P 1.3288 -1.4951 2.6095 0.12 0.08 0.00 1.11
C 0.3022 -1.9984 4.0428 -0.02 -0.01 -0.01 -0.37
C -0.9102 -1.3427 4.2200 -0.06 0.01 -0.03 -0.10
C -1.7006 -1.6046 5.3343 -0.01 -0.02 0.01 -0.09
C -1.2901 -2.5379 6.2704 0.02 -0.01 0.00 -0.09
C -0.0734 -3.1959 6.1058 -0.05 -0.01 0.03 -0.09
C 0.7195 -2.9177 5.0079 0.10 0.03 -0.02 -0.10
C 1.8542 -3.0820 1.8559 -0.02 0.02 -0.01 -0.39
C 1.2894 -4.3235 2.1348 -0.09 0.02 0.02 -0.11
C 1.6692 -5.4542 1.4260 0.03 -0.05 -0.06 -0.09
C 2.6212 -5.3677 0.4199 -0.04 0.01 0.04 -0.10
C 3.1845 -4.1342 0.1235 0.04 -0.02 -0.03 -0.08
C 2.7956 -3.0066 0.8283 0.09 0.09 -0.04 -0.12
H 5.7804 0.4544 5.6100 0.01 0.01 0.00 0.10
H 6.0975 -1.5606 4.2087 0.01 0.00 0.00 0.10
H 4.2394 -2.4641 2.8960 -0.03 -0.03 0.00 0.09
H 1.7098 0.6831 4.3418 0.00 -0.01 -0.01 0.11
H 3.5715 1.5731 5.6648 0.01 0.02 0.01 0.11
H -1.2443 -0.6170 3.4882 0.01 0.01 -0.02 0.08
H -2.6341 -1.0714 5.4607 -0.02 0.01 0.00 0.11
H -1.9044 -2.7459 7.1377 0.00 0.00 0.01 0.10
H 0.2604 -3.9133 6.8452 0.00 0.00 0.01 0.10
H 1.6866 -3.3976 4.9059 -0.01 -0.02 -0.02 0.11
H 0.5258 -4.4123 2.8964 0.02 0.02 0.02 0.09
H 1.2113 -6.4076 1.6598 0.00 -0.01 0.00 0.10
H 2.9196 -6.2519 -0.1286 0.00 -0.01 -0.01 0.09
H 3.9329 -4.0413 -0.6539 0.00 -0.01 -0.01 0.10
H 3.2530 -2.0555 0.5782 -0.03 -0.01 0.03 0.08
F 4.9676 1.3929 1.7957 0.04 -0.06 0.01 0.10
C 3.8557 2.1353 1.9015 -0.05 0.00 0.11 -0.18
C 3.8280 3.1215 2.8616 0.02 0.02 -0.05 -0.17
F 4.9421 3.2651 3.5982 0.04 0.05 0.03 0.09
C 2.7148 3.9500 3.1144 -0.01 -0.14 -0.13 -0.07
C 1.6399 3.6722 2.2457 -0.03 -0.02 -0.02 -0.15
C 1.6851 2.6987 1.2767 0.16 0.08 0.13 -0.16
F 0.6014 2.5730 0.4859 -0.25 -0.17 -0.21 0.09
C 2.7781 1.8628 1.0665 -0.05 0.05 0.01 -0.07
C 2.7610 0.7649 0.0917 -0.09 0.01 -0.08 -0.17
C 1.6129 0.2576 -0.4047 0.20 -0.11 -0.01 -0.15
N 0.6500 -0.2254 -0.9022 -0.65 0.18 0.75 0.08
C 3.9237 0.1556 -0.4545 0.07 0.26 -0.07 -0.23
N 4.8357 -0.3353 -0.9623 0.00 -0.16 -0.03 0.15
F 0.4902 4.3704 2.3326 0.08 0.00 0.02 0.08
C 2.6785 4.9543 4.1282 0.00 -0.07 -0.03 -0.22
C 3.7151 5.1241 5.0750 0.00 0.02 0.00 -0.27
N 4.5271 5.3012 5.8783 0.05 0.00 0.08 0.10
C 1.5973 5.8560 4.2625 -0.01 0.04 -0.01 -0.27
N 0.7423 6.6220 4.3970 -0.04 0.05 0.04 0.10
O -1.3609 -1.3562 -2.2585 -0.55 0.34 -0.22 -0.66
S -0.7887 -1.3433 -3.6684 0.12 -0.07 0.13 1.06
C 0.0169 0.2524 -3.8970 0.07 0.01 0.09 -0.27
C 0.0923 0.7280 -5.3239 0.06 -0.01 0.02 -0.26
C 1.0877 1.6506 -5.6339 0.02 -0.02 -0.03 -0.04
C 1.1952 2.1695 -6.9119 -0.01 0.00 -0.01 -0.07
C 0.3110 1.7660 -7.9038 0.01 0.01 -0.01 -0.09
C -0.6810 0.8485 -7.6021 -0.01 0.00 0.00 -0.08
C -0.7917 0.3324 -6.3174 -0.07 0.00 -0.05 -0.06
C 0.6490 -2.4165 -3.4965 0.15 -0.13 -0.10 -0.26
C 1.4694 -2.3728 -4.7518 0.01 0.08 0.07 -0.28
C 1.0064 -2.9699 -5.9199 -0.01 0.00 -0.02 -0.05
C 1.7173 -2.8370 -7.1014 0.00 -0.01 0.00 -0.08
C 2.8973 -2.1068 -7.1229 0.00 0.00 -0.02 -0.08
C 3.3720 -1.5234 -5.9580 0.01 0.01 0.01 -0.06
C 2.6601 -1.6548 -4.7756 0.01 -0.02 0.00 -0.04
H 1.0093 0.1981 -3.4522 -0.02 0.04 0.04 0.09
H -0.5759 0.9254 -3.2727 -0.01 0.02 -0.07 0.07
H 1.7742 1.9728 -4.8606 0.02 -0.01 0.02 0.12
H 1.9703 2.8913 -7.1327 0.01 0.01 -0.01 0.10
H 0.3949 2.1687 -8.9045 0.00 0.00 -0.01 0.10
H -1.3778 0.5300 -8.3663 -0.01 0.00 -0.01 0.10
H -1.5784 -0.3800 -6.1039 0.00 -0.01 0.02 0.09
H 0.2257 -3.4000 -3.2876 0.03 0.00 0.00 0.11
H 1.1895 -2.0632 -2.6175 -0.02 -0.01 0.01 0.09
H 0.0813 -3.5346 -5.9040 -0.02 -0.01 0.00 0.12
H 1.3480 -3.3005 -8.0067 0.00 0.00 -0.01 0.10
H 3.4483 -1.9962 -8.0473 0.01 0.00 -0.01 0.10
H 4.2948 -0.9590 -5.9681 0.01 0.00 0.01 0.11
H 3.0351 -1.2035 -3.8640 0.02 0.02 0.02 0.12